# 1
Below is one molecule with the formula C16H28N2O at a distorted geometry, with properties calculated with ωB97M-V/def2-TZVPD.

Atoms and positions in Å:
C 3.563 2.185 -2.062
C 2.587 1.090 -1.635
C 1.706 1.576 -0.443
C 0.616 0.556 -0.064
C -0.132 1.153 1.167
C -0.638 0.149 2.172
N -1.943 -0.058 2.390
O -2.854 0.596 1.858
C -2.461 -0.907 3.495
C -1.407 -1.841 4.040
C -0.163 -1.030 4.369
C 0.427 -0.430 3.108
C -0.292 0.298 -1.283
C -1.459 -0.617 -1.019
C -2.285 -0.861 -2.279
C -1.376 -1.463 -3.388
N -0.226 -0.610 -3.648
C 0.550 -0.255 -2.423
C 1.663 0.725 -2.818
H 3.134 3.212 -1.998
H 4.440 2.150 -1.423
H 3.914 2.035 -3.071
H 3.136 0.213 -1.368
H 2.350 1.791 0.444
H 1.230 2.545 -0.739
H 1.128 -0.321 0.243
H -0.930 1.835 0.844
H 0.534 1.797 1.733
H -2.805 -0.304 4.316
H -3.326 -1.496 3.139
H -1.237 -2.613 3.280
H -1.807 -2.347 4.959
H -0.408 -0.208 5.082
H 0.635 -1.641 4.817
H 1.225 0.270 3.371
H 0.932 -1.198 2.561
H -0.726 1.258 -1.603
H -2.152 -0.120 -0.319
H -1.066 -1.547 -0.588
H -2.686 0.128 -2.567
H -3.149 -1.533 -2.095
H -1.093 -2.487 -3.057
H -1.959 -1.555 -4.296
H 0.352 -0.967 -4.388
H 1.044 -1.147 -2.059
H 1.144 1.658 -3.098
H 2.273 0.336 -3.658

Its multiplicity is 1. The value obtained for the energy relative to the best compared isomer or geometry (same formula, charge and spin) is 86.6 kcal per mole. The value obtained for the orbital gap is 8.8 eV. The HOMO energy is -0.2943 Eh. Its LUMO energy is 0.79 eV. As for the structure (SMILES): C[C@H]1C[C@@H](CC2=[N+]([O-])CCCC2)[C@@H]2CCCN[C@H]2C1. The charge is 0.

***

# 2
Below is a 2-piece molecular cluster, F3H3S3Si2 overall at a distorted geometry, with properties calculated with ωB97M-V/def2-TZVPD.

Atoms and positions in Å:
F 1.973 1.453 1.001
F 2.441 1.150 -1.623
F 3.269 -0.505 0.074
Si 2.056 0.439 -0.230
Si -0.157 -0.432 -0.284
S -2.648 2.407 0.313
S -0.661 -2.090 0.957
S -0.920 -1.118 -2.239
H -3.288 2.248 1.473
H -0.677 -1.443 2.181
H -1.388 -2.109 -1.621

Its multiplicity is 1. The value obtained for the energy relative to the best compared isomer or geometry (same formula, charge and spin) is 0.0 kcal per mole. The value obtained for the orbital gap (alpha / beta) is 8.1 / 5.6 eV. The HOMO energy (alpha / beta) is -0.3616 / -0.2972 Eh. Its LUMO energy (alpha / beta) is -1.76 / -2.46 eV. The charge is 0.

***

# 3
Below is a 2-piece molecular cluster, CH3N2S overall at a distorted geometry, with properties calculated with ωB97M-V/def2-TZVPD.

Atoms and positions in Å:
C 0.572 1.234 0.027
N -0.452 -2.083 -1.306
N 0.312 1.317 1.245
S -0.233 -0.586 -1.452
H -0.624 -2.686 -2.108
H -0.199 0.651 1.835
H 0.623 2.153 1.760

Its multiplicity is 1. The value obtained for the energy relative to the best compared isomer or geometry (same formula, charge and spin) is 72.6 kcal per mole. The value obtained for the orbital gap (alpha / beta) is 7.3 / 7.3 eV. The HOMO energy (alpha / beta) is -0.5095 / -0.5093 Eh. Its LUMO energy (alpha / beta) is -6.58 / -6.57 eV. The charge is +1.

***

# 4
Below is C41H58AsN2PPdS2Si as an isolated structure, with properties calculated with ωB97M-V/def2-TZVPD.

Atoms and positions in Å:
Pd 0.192 0.582 -0.459
C -0.118 -2.495 6.224
C 0.380 -1.069 5.984
C -0.418 -0.116 6.884
C 1.869 -1.001 6.354
C 0.219 -0.640 4.531
C 0.592 0.643 4.130
C 0.478 1.005 2.803
N 0.017 0.179 1.867
C -0.382 -1.038 2.230
C -0.281 -1.479 3.546
C -0.929 -1.904 1.146
C -1.695 -3.034 1.414
C -2.184 -3.812 0.373
C -1.870 -3.399 -0.921
C -1.119 -2.257 -1.115
N -0.657 -1.528 -0.102
C -3.042 -5.051 0.597
C -2.360 -6.260 -0.057
C -4.415 -4.822 -0.051
C -3.246 -5.353 2.081
H 0.009 -2.749 7.277
H 0.445 -3.224 5.638
H -1.178 -2.597 5.982
H -0.312 -0.416 7.928
H -1.479 -0.135 6.628
H -0.068 0.912 6.796
H 2.009 -1.301 7.394
H 2.264 0.008 6.237
H 2.456 -1.670 5.721
H 0.977 1.362 4.840
H 0.759 1.992 2.451
H -0.580 -2.488 3.789
H -1.926 -3.285 2.437
H -2.218 -3.949 -1.785
H -0.872 -1.887 -2.105
H -2.227 -6.119 -1.130
H -2.969 -7.154 0.090
H -1.378 -6.439 0.385
H -4.328 -4.646 -1.124
H -4.914 -3.959 0.393
H -5.048 -5.699 0.097
H -2.297 -5.531 2.591
H -3.852 -6.254 2.186
H -3.770 -4.541 2.590
C -0.252 -1.611 -6.016
Si 0.535 0.022 -5.531
C 2.358 -0.028 -5.976
C -0.288 1.405 -6.486
C 0.357 0.274 -3.740
C 0.220 0.393 -2.530
H -0.160 -1.792 -7.090
H -1.314 -1.615 -5.762
H 0.222 -2.444 -5.491
H 2.501 -0.185 -7.048
H 2.866 -0.835 -5.443
H 2.843 0.911 -5.702
H -0.155 1.274 -7.564
H 0.129 2.372 -6.200
H -1.358 1.435 -6.274
S -2.231 1.684 -0.183
P -1.138 3.297 -0.607
S 0.812 3.069 -0.160
C -1.315 3.766 -2.354
C -2.302 3.196 -3.148
C -2.484 3.641 -4.450
C -1.674 4.642 -4.963
C -0.673 5.199 -4.176
C -0.495 4.765 -2.873
C -1.799 4.759 0.257
C -3.048 5.255 -0.114
C -3.590 6.341 0.551
C -2.890 6.942 1.590
C -1.647 6.452 1.961
C -1.102 5.362 1.296
H -2.913 2.402 -2.740
H -3.253 3.195 -5.068
H -1.812 4.981 -5.982
H -0.032 5.972 -4.579
H 0.287 5.191 -2.256
H -3.593 4.787 -0.926
H -4.560 6.723 0.257
H -3.314 7.793 2.107
H -1.098 6.921 2.768
H -0.129 4.975 1.574
C 3.907 0.881 -2.524
C 3.713 -0.431 -1.770
As 2.630 -0.143 -0.173
C 2.837 -1.814 0.852
C 4.028 -2.698 0.499
C 3.726 1.121 0.846
C 5.166 0.711 1.124
H 4.447 0.712 -3.457
H 4.484 1.597 -1.935
H 2.941 1.328 -2.766
H 4.666 -0.885 -1.495
H 3.161 -1.146 -2.384
H 1.905 -2.363 0.703
H 2.860 -1.518 1.905
H 3.970 -3.045 -0.533
H 4.053 -3.582 1.140
H 4.977 -2.175 0.617
H 3.181 1.298 1.776
H 3.680 2.057 0.287
H 5.213 -0.179 1.752
H 5.702 1.508 1.643
H 5.708 0.499 0.200

Its multiplicity is 3. The value obtained for the energy relative to the best compared isomer or geometry (same formula, charge and spin) is 0.0 kcal per mole. The value obtained for the orbital gap (alpha / beta) is 6.2 / 7.5 eV. The HOMO energy (alpha / beta) is -0.2321 / -0.2810 Eh. Its LUMO energy (alpha / beta) is -0.14 / -0.15 eV. The charge is 0. As for the expectation value of S²: 2.01.

***

# 5
Below is C23H33AsBMnN10O4Si2 as an isolated structure at a distorted geometry, with properties calculated with ωB97M-V/def2-TZVPD.

Atoms and positions in Å:
Mn -0.080 -1.349 -0.729
C -1.790 -1.881 3.015
C -1.611 -1.157 1.845
N -0.690 -1.730 1.082
N -0.291 -2.931 1.797
C -0.950 -2.989 2.947
B 0.846 -3.837 1.145
N 2.099 -2.908 0.873
C 3.303 -3.381 0.498
C 3.894 -2.477 -0.358
C 2.991 -1.416 -0.567
N 1.855 -1.662 0.176
N 0.242 -4.126 -0.279
C 0.023 -5.265 -0.940
C -0.507 -4.990 -2.231
C -0.606 -3.589 -2.299
N -0.145 -3.069 -1.156
N 1.211 -5.053 1.854
C 2.023 -4.981 2.999
C 1.790 -6.152 3.718
C 0.695 -6.827 3.059
N 0.400 -6.187 1.888
H -2.521 -1.670 3.762
H -2.113 -0.223 1.569
H -0.818 -3.789 3.618
H 3.646 -4.383 0.781
H 4.909 -2.536 -0.726
H 3.070 -0.540 -1.200
H 0.264 -6.235 -0.521
H -0.749 -5.701 -2.975
H -1.024 -2.943 -3.056
H 2.781 -4.234 3.248
H 2.295 -6.480 4.631
H 0.163 -7.775 3.225
O -1.451 1.634 -5.296
C -2.606 1.570 -4.654
O -3.650 2.007 -5.099
C -2.499 0.944 -3.270
C -3.601 0.515 -2.515
N -3.080 -0.148 -1.429
N -1.704 -0.083 -1.402
C -1.328 0.564 -2.538
C 0.169 0.545 -2.838
O 0.681 1.173 -3.778
O 0.845 -0.144 -1.963
H -0.630 1.437 -4.741
H -4.602 0.773 -2.743
H -3.594 -0.739 -0.763
C -1.343 5.546 2.010
Si -1.576 3.860 1.186
C -3.140 3.112 1.957
C -2.068 4.189 -0.643
As 0.320 2.417 1.286
Si 1.825 3.835 0.115
C 2.015 5.521 0.885
C 1.484 4.264 -1.698
C 3.495 3.058 0.106
H -2.302 6.063 2.146
H -0.745 6.290 1.455
H -0.814 5.421 2.994
H -3.983 3.029 1.285
H -3.455 3.765 2.762
H -2.854 2.142 2.415
H -3.114 4.543 -0.794
H -1.978 3.224 -1.207
H -1.474 4.870 -1.215
H 1.335 6.232 0.386
H 3.053 5.912 0.766
H 1.846 5.534 1.988
H 0.590 4.861 -1.800
H 1.442 3.343 -2.300
H 2.352 4.850 -2.106
H 3.507 2.277 0.885
H 4.342 3.735 0.339
H 3.686 2.521 -0.871

Its multiplicity is 5. The value obtained for the energy relative to the best compared isomer or geometry (same formula, charge and spin) is 0.0 kcal per mole. The value obtained for the orbital gap (alpha / beta) is 7.7 / 6.2 eV. The HOMO energy (alpha / beta) is -0.2788 / -0.2846 Eh. Its LUMO energy (alpha / beta) is 0.16 / -1.54 eV. The charge is 0. As for the expectation value of S²: 6.02.

***

# 6
Below is one molecule with the formula C7H16N2 at a distorted geometry, with properties calculated with ωB97M-V/def2-TZVPD.

Atoms and positions in Å:
C -1.611 -1.157 0.866
C -1.121 0.291 0.852
C -2.220 1.186 0.268
C -0.816 0.725 2.291
C 0.241 0.600 -0.080
C 1.118 -0.312 -0.431
N 1.067 -1.682 -0.454
C 2.394 0.311 -1.348
N 2.569 -0.568 -2.502
H -1.894 -1.496 -0.136
H -2.506 -1.262 1.495
H -0.894 -1.844 1.327
H -1.932 2.244 0.284
H -3.154 1.102 0.840
H -2.441 0.915 -0.770
H -1.704 0.640 2.933
H -0.033 0.099 2.735
H -0.487 1.769 2.343
H 0.427 1.668 -0.143
H 1.925 -2.081 -0.844
H 0.288 -2.015 -1.021
H 2.226 1.343 -1.664
H 3.282 0.273 -0.712
H 3.454 -0.356 -2.959
H 1.823 -0.390 -3.170

Its multiplicity is 1. The value obtained for the energy relative to the best compared isomer or geometry (same formula, charge and spin) is 37.4 kcal per mole. The value obtained for the orbital gap is 9.2 eV. The HOMO energy is -0.3040 Eh. Its LUMO energy is 0.89 eV. As for the structure (SMILES): CC(C)(C)/C=C(\N)CN. The charge is 0.

***

| no. | energy (eV) |
| --- | --- |
| 1 | -22072.64350 |
| 2 | -56466.31118 |
| 3 | -14888.58724 |
| 4 | -149596.55378 |
| 5 | -156070.64787 |
| 6 | -10497.63438 |